ORCA calculation (wB97M-V/def2-TZVPD) on C33H34Br2FN5OSSeSiZr as an isolated structure.

```
80
Properties=species:S:1:pos:R:3
H -3.511 0.404 -4.746
C 0.579 -4.058 -2.330
N 0.354 2.319 -0.403
H -4.979 -2.363 -0.616
H -1.943 0.891 -5.400
H -2.308 3.946 -5.125
C -0.414 0.240 5.368
C -4.388 -4.384 -1.004
H 0.702 6.130 -0.877
H -2.272 -2.125 -2.118
C -1.322 -0.458 4.622
H 6.089 -0.961 -0.649
Si 0.196 -2.257 -2.751
H -1.103 -3.629 0.709
H -1.859 -1.105 -3.486
C -2.999 -2.792 0.126
H -3.977 3.432 -2.563
C 0.880 0.307 4.848
C -2.906 1.260 -5.045
H 4.474 0.487 0.627
N -3.480 -5.354 -0.931
N -0.911 -1.079 3.514
H 1.796 4.536 -2.437
C -2.065 1.520 -2.759
H -1.935 -2.869 -3.672
H 0.280 -2.103 -5.203
H 0.740 -4.178 -1.256
C -1.671 3.317 2.376
S 0.774 -1.956 1.702
C -2.337 -5.049 -0.320
C 0.605 5.062 -0.737
C -0.981 2.515 1.497
C -4.201 -3.105 -0.500
H -1.589 -1.471 2.846
H 1.493 2.091 -2.090
N 1.277 -0.296 3.745
N 0.835 -1.222 -1.445
C 5.024 -1.037 -0.822
H -0.698 0.749 6.275
H -3.408 1.770 -5.870
H -4.583 3.270 -4.222
H -2.374 -0.546 4.853
H -1.598 -5.841 -0.258
C -0.866 5.335 1.299
C 4.145 -0.227 -0.115
H -1.697 4.103 -3.469
H -4.723 1.918 -3.083
Br -0.812 7.225 1.219
H 5.182 -2.589 -2.286
O -0.924 1.208 1.510
H 1.632 0.895 5.365
C 0.383 -1.036 3.068
C -2.052 -3.805 0.222
C -2.720 2.228 -3.868
H -0.275 -4.679 -2.608
Se -2.717 -1.024 0.808
C 1.211 4.185 -1.599
C -1.523 0.934 -1.841
H -0.859 3.058 -4.626
C 2.219 -1.246 -1.284
H -5.321 -4.633 -1.500
Zr -0.357 0.052 -0.179
C -4.087 2.744 -3.402
C -1.839 3.408 -4.298
H 1.455 -4.455 -2.843
H 2.804 -2.774 -2.687
C 0.936 -1.742 -4.407
H 1.943 -2.104 -4.613
C 3.147 -2.050 -1.966
Br -2.804 2.576 3.681
C -0.156 4.565 0.340
H -2.155 5.325 2.980
C -0.238 3.170 0.464
C 2.810 -0.384 -0.365
C 4.511 -1.944 -1.735
F 1.915 0.435 0.316
C -1.603 4.725 2.270
C -1.642 -2.055 -3.001
C 1.052 2.805 -1.404
H 0.952 -0.650 -4.466
```

Properties
2S+1: 1
Kohn-Sham gap: 0.2578 Ha
Max |F|: 0.6 eV/A
HOMO energy: -7.735 eV
M: 925.81 g/mol
E_LUMO: -0.72 eV